The following is a quantum chemistry calculation of C58H79GaN3O2P2Si as an isolated structure, from the Open Molecules 2025 dataset.

calculated total energy	-5469.4530	Eh
HOMO-LUMO gap	0.1917	hartree
LUMO	2.3	eV

ORCA input file:
```
! wB97M-V def2-TZVPD RIJCOSX def2/J DEFGRID3
* xyz -1 1
Ga 0.269 -0.503 0.406
C 2.365 0.285 5.106
C 3.060 0.368 3.772
C 4.335 0.908 3.745
C 4.955 1.048 2.511
C 4.287 0.653 1.380
C 2.983 0.088 1.459
N 2.409 -0.046 2.675
N 2.320 -0.316 0.314
Si 3.285 -0.635 -1.102
C 4.463 -2.063 -0.703
C 4.454 0.729 -1.784
C 2.169 -1.005 -2.547
H 3.086 0.056 5.891
H 1.589 -0.470 5.112
H 1.900 1.248 5.339
H 4.820 1.218 4.662
H 5.946 1.481 2.439
H 4.748 0.790 0.416
H 5.342 -1.696 -0.165
H 4.810 -2.554 -1.619
H 3.979 -2.818 -0.077
H 5.495 0.525 -1.514
H 4.215 1.733 -1.423
H 4.392 0.746 -2.876
H 1.180 -1.296 -2.174
H 2.559 -1.824 -3.158
H 2.064 -0.125 -3.188
O 0.350 2.044 1.837
C -0.044 0.896 1.925
C -0.746 0.494 3.203
C -1.399 1.489 3.926
C -2.071 1.194 5.100
C -2.062 -0.109 5.583
C -1.403 -1.103 4.877
C -0.756 -0.828 3.672
P 0.095 -2.067 2.618
C -1.089 -3.487 2.579
C -0.620 -4.596 1.870
C -1.399 -5.726 1.704
C -2.679 -5.769 2.239
C -3.167 -4.671 2.926
C -2.381 -3.536 3.092
C 1.420 -2.878 3.607
C 1.368 -3.204 4.958
C 2.454 -3.807 5.579
C 3.598 -4.108 4.852
C 3.651 -3.807 3.498
C 2.571 -3.190 2.884
H -1.345 2.504 3.552
H -2.580 1.976 5.650
H -2.572 -0.353 6.507
H -1.392 -2.106 5.280
H 0.365 -4.546 1.420
H -1.023 -6.569 1.138
H -3.303 -6.642 2.099
H -4.179 -4.680 3.314
H -2.800 -2.685 3.607
H 0.481 -2.995 5.542
H 2.406 -4.036 6.637
H 4.447 -4.570 5.341
H 4.541 -4.035 2.924
H 2.614 -2.927 1.831
O -0.133 1.394 -0.926
P -0.063 2.451 -1.978
C 1.710 2.882 -2.221
C 2.124 3.641 -3.487
C 1.981 5.158 -3.350
C 2.785 5.661 -2.151
C 2.303 4.978 -0.871
C 2.406 3.455 -0.977
C -0.491 1.737 -3.646
C -1.283 0.413 -3.550
C -2.776 0.561 -3.820
C -3.000 1.215 -5.179
C -2.452 2.638 -5.138
C -0.959 2.676 -4.782
C -1.041 3.913 -1.446
C -0.811 4.109 0.079
C -1.978 3.560 0.891
C -3.281 4.305 0.580
C -3.377 4.686 -0.912
C -2.532 3.752 -1.775
H 2.060 1.848 -2.319
H 1.573 3.290 -4.363
H 3.182 3.415 -3.668
H 0.927 5.420 -3.214
H 2.316 5.642 -4.271
H 2.693 6.747 -2.062
H 3.845 5.432 -2.311
H 1.269 5.275 -0.684
H 2.893 5.316 -0.015
H 2.023 2.966 -0.078
H 3.470 3.194 -1.042
H 0.532 1.441 -3.904
H -1.116 -0.054 -2.578
H -0.875 -0.281 -4.294
H -3.243 1.181 -3.049
H -3.240 -0.426 -3.768
H -4.064 1.234 -5.434
H -2.485 0.635 -5.955
H -3.041 3.204 -4.416
H -2.581 3.131 -6.106
H -0.669 3.711 -4.563
H -0.414 2.386 -5.686
H -0.654 4.782 -1.985
H -0.688 5.175 0.297
H 0.089 3.592 0.407
H -1.750 3.639 1.956
H -2.072 2.495 0.671
H -3.340 5.212 1.188
H -4.132 3.680 0.862
H -3.029 5.714 -1.061
H -4.416 4.653 -1.247
H -2.698 3.978 -2.826
H -2.847 2.719 -1.597
C -4.071 -1.163 1.668
C -2.958 -1.079 0.615
C -3.253 0.087 -0.336
C -2.726 -2.354 -0.168
C -3.789 -3.223 -0.352
C -3.672 -4.398 -1.081
C -2.431 -4.683 -1.636
C -1.331 -3.850 -1.497
C -0.099 -4.267 -2.297
C -0.104 -3.489 -3.623
C 1.255 -4.190 -1.580
C -1.429 -2.610 -0.754
N -0.388 -1.760 -0.716
H -3.943 -0.364 2.405
H -4.064 -2.122 2.184
H -5.054 -1.036 1.204
H -2.027 -0.841 1.140
H -4.053 -0.196 -1.027
H -2.358 0.339 -0.911
H -3.575 0.973 0.223
H -4.756 -2.983 0.085
H -4.514 -5.068 -1.206
H -2.317 -5.597 -2.217
H -0.246 -5.321 -2.552
H -0.119 -2.418 -3.427
H -1.003 -3.744 -4.190
H 0.774 -3.727 -4.237
H 1.371 -3.223 -1.093
H 2.072 -4.336 -2.296
H 1.330 -4.977 -0.822
*
```

---

The following is a quantum chemistry calculation of C58H82AsCsF9N7O4P4SSi2 as an isolated structure at a distorted geometry, from the Open Molecules 2025 dataset.

calculated total energy	-8441.1338	Eh
relative energy (zero: lowest compared OMol25 entry of this formula, charge and spin)	2.166	eV
HOMO-LUMO gap	0.1560	hartree
LUMO	3.1	eV

ORCA input file:
```
! wB97M-V def2-TZVPD RIJCOSX def2/J DEFGRID3
* xyz -2 1
Cs -0.368 0.491 -0.675
C 1.553 0.587 5.217
Si 2.598 -0.590 4.126
C 2.700 -2.179 5.208
C 4.388 0.134 4.221
N 1.840 -0.757 2.622
P 2.481 -1.500 1.355
C 1.332 -1.566 0.112
P 1.900 -2.297 -1.313
N 0.722 -2.285 -2.384
Si 0.790 -3.043 -3.910
C 1.900 -2.194 -5.231
C -1.015 -3.048 -4.536
C 1.340 -4.897 -4.059
C 3.367 -1.585 -2.160
C 4.361 -2.270 -2.851
C 5.378 -1.572 -3.480
C 5.402 -0.187 -3.453
C 4.384 0.504 -2.811
C 3.377 -0.194 -2.177
C 2.405 -4.027 -1.003
C 1.268 -4.817 -0.841
C 1.355 -6.148 -0.503
C 2.599 -6.726 -0.290
C 3.735 -5.945 -0.405
C 3.644 -4.608 -0.750
C 3.072 -3.117 2.003
C 2.002 -3.984 2.201
C 2.188 -5.232 2.755
C 3.462 -5.638 3.127
C 4.530 -4.772 2.960
C 4.337 -3.515 2.410
C 4.044 -0.680 0.882
C 3.989 0.709 0.971
C 5.053 1.493 0.573
C 6.190 0.902 0.042
C 6.231 -0.474 -0.113
C 5.165 -1.256 0.289
H 2.119 0.919 6.083
H 0.666 0.082 5.581
H 1.240 1.465 4.667
H 2.651 -1.949 6.269
H 3.616 -2.730 5.022
H 1.874 -2.842 4.969
H 4.754 0.225 5.242
H 4.440 1.116 3.759
H 5.078 -0.505 3.677
H 1.766 -1.120 -5.188
H 1.668 -2.524 -6.240
H 2.952 -2.393 -5.048
H -1.476 -2.086 -4.335
H -1.601 -3.804 -4.021
H -1.072 -3.247 -5.600
H 2.361 -5.041 -3.718
H 1.287 -5.249 -5.087
H 0.711 -5.548 -3.458
H 4.337 -3.350 -2.902
H 6.162 -2.113 -3.999
H 6.209 0.347 -3.941
H 4.392 1.588 -2.799
H 2.579 0.319 -1.650
H 0.317 -4.327 -1.011
H 0.456 -6.748 -0.410
H 2.681 -7.772 -0.022
H 4.712 -6.378 -0.224
H 4.552 -4.031 -0.825
H 1.024 -3.630 1.892
H 1.348 -5.900 2.902
H 3.617 -6.620 3.562
H 5.524 -5.074 3.274
H 5.180 -2.843 2.318
H 3.079 1.138 1.369
H 5.009 2.573 0.676
H 7.024 1.513 -0.287
H 7.101 -0.942 -0.562
H 5.197 -2.323 0.124
C 1.382 3.172 -0.992
N 0.290 4.112 -1.108
C 0.687 5.392 -1.629
P -1.015 3.855 -0.120
O -1.600 2.534 -0.007
O -0.359 4.314 1.365
P -0.083 3.202 2.501
O 0.333 1.896 2.040
N 1.094 3.963 3.453
C 0.954 5.363 3.773
C 2.458 3.550 3.208
N -1.523 3.205 3.350
C -1.609 2.266 4.443
C -2.418 4.326 3.444
N -2.146 5.066 -0.262
C -1.898 6.454 0.020
C -3.394 4.773 -0.925
H 1.706 2.861 -1.985
H 1.041 2.303 -0.443
H 2.229 3.622 -0.455
H 1.266 5.226 -2.541
H 1.317 5.956 -0.921
H -0.190 5.980 -1.884
H -0.099 5.611 3.880
H 1.384 6.012 2.998
H 1.466 5.572 4.719
H 2.444 2.508 2.903
H 3.046 3.637 4.126
H 2.936 4.153 2.425
H -0.920 1.452 4.237
H -2.628 1.876 4.525
H -1.333 2.730 5.400
H -2.289 4.974 2.579
H -2.264 4.911 4.363
H -3.450 3.960 3.445
H -0.926 6.557 0.498
H -2.668 6.832 0.705
H -1.927 7.068 -0.888
H -3.406 3.713 -1.164
H -3.499 5.340 -1.854
H -4.233 5.012 -0.263
F -1.895 4.228 -5.388
C -1.232 3.844 -4.275
F -1.704 4.635 -3.303
F 0.040 4.223 -4.473
C -1.346 2.310 -3.874
O -1.034 2.100 -2.651
C -0.437 1.563 -4.932
F 0.854 1.633 -4.599
F -0.760 0.281 -5.080
F -0.515 2.104 -6.178
C -2.834 1.910 -4.231
F -3.149 1.980 -5.544
F -3.152 0.672 -3.856
F -3.711 2.730 -3.623
C -4.289 -2.398 -2.664
As -2.792 -1.529 -1.661
C -2.437 -3.105 -0.561
C -3.992 -0.621 -0.395
H -5.000 -2.862 -1.974
H -3.887 -3.162 -3.331
H -4.805 -1.649 -3.266
H -3.348 -3.518 -0.119
H -1.752 -2.810 0.226
H -1.953 -3.873 -1.163
H -4.640 -1.334 0.129
H -4.608 0.113 -0.916
H -3.370 -0.106 0.329
N -1.776 -0.848 2.000
S -2.579 -1.957 2.673
C -3.996 -1.263 3.663
C -4.758 -2.102 4.469
C -5.910 -1.623 5.060
C -6.313 -0.312 4.850
C -5.555 0.520 4.031
C -4.406 0.041 3.430
C -1.729 -2.627 4.146
C -1.214 -3.910 4.083
C -0.572 -4.443 5.187
C -0.446 -3.692 6.344
C -0.932 -2.394 6.390
C -1.574 -1.859 5.287
H -1.159 -0.269 2.551
H -4.443 -3.125 4.628
H -6.510 -2.273 5.684
H -7.215 0.057 5.317
H -5.879 1.535 3.854
H -3.820 0.660 2.764
H -1.312 -4.485 3.173
H -0.154 -5.440 5.148
H 0.045 -4.115 7.210
H -0.802 -1.794 7.280
H -1.959 -0.850 5.312
*
```